[1]
C19H47N8O7S | ωB97M-V/def2-TZVPD

XYZ file:
```
82
Properties=species:S:1:pos:R:3:forces:R:3
C -2.617028 -4.087582 2.912696 0.20 -0.56 -0.28
C -2.486536 -3.342567 1.587134 -0.33 0.14 0.08
C -3.726992 -3.410459 0.688023 -0.04 0.23 0.13
N -4.500744 -4.652495 0.782010 0.17 -0.05 -0.01
N -3.685324 -5.797493 0.496512 -0.23 -0.16 -0.60
C -3.142049 -5.728530 -0.816422 -0.34 -0.19 0.29
N -3.884631 -5.551623 -1.982029 0.33 -0.01 0.07
N -1.865008 -5.823802 -0.880949 0.10 0.00 -0.21
C -1.018516 -5.756760 -2.082027 0.45 0.16 -0.18
C -0.943296 -4.359925 -2.726009 -0.09 -0.02 -0.19
C -1.817853 -4.179965 -3.981048 -0.06 -0.20 0.69
S -1.135756 -3.049383 -5.172653 -0.42 0.22 -0.33
O -1.805141 -3.277660 -6.407751 -0.03 -0.21 -0.10
O -1.124629 -1.761986 -4.575356 0.34 0.10 0.24
O 0.386390 -3.495304 -5.331436 -0.24 -0.20 0.35
H -3.587620 -3.934109 3.380798 0.04 0.21 0.07
H -1.818127 -3.801739 3.594347 -0.11 0.19 0.06
H -2.516054 -5.165020 2.762743 -0.09 0.00 0.05
H -2.346647 -2.283551 1.803170 0.20 -0.01 -0.20
H -1.603475 -3.658202 1.022362 0.07 -0.10 0.15
H -3.451476 -3.180120 -0.356419 0.12 0.04 0.03
H -4.407188 -2.610202 0.983631 -0.14 -0.13 0.00
H -5.302134 -4.617986 0.156408 -0.03 0.00 0.05
H -4.283382 -6.618541 0.570907 0.21 -0.07 0.32
H -4.199765 -4.593895 -2.098770 0.03 -0.01 -0.17
H -4.669796 -6.192843 -2.024103 -0.18 0.19 0.11
H -1.407251 -5.961566 0.016159 -0.06 0.18 0.06
H -1.323545 -6.521111 -2.794764 -0.23 0.02 0.06
H -0.019606 -6.024995 -1.744677 -0.07 -0.08 0.12
H 0.095776 -4.190819 -3.007893 0.01 -0.01 0.08
H -1.188630 -3.604709 -1.978785 0.08 0.08 -0.03
H -2.765643 -3.713061 -3.718540 -0.04 0.08 -0.19
H -2.068334 -5.130265 -4.451074 0.23 0.05 -0.23
H 0.393956 -4.337627 -5.811162 0.20 0.09 -0.28
C -3.278344 1.522379 1.626422 -0.01 -0.08 -0.04
C -1.985884 0.893585 2.087215 0.10 0.03 0.05
O -1.716184 -0.285257 1.845067 -0.03 0.04 -0.07
N -1.128254 1.666021 2.773166 -0.15 -0.11 -0.05
C -1.257018 3.062125 3.148898 0.32 -0.01 0.06
H -3.855236 0.775190 1.089312 0.03 -0.03 0.01
H -3.861111 1.874503 2.477647 0.00 0.08 -0.03
H -3.081807 2.362767 0.960351 -0.03 0.06 0.05
H -0.278273 1.196146 3.046558 0.09 0.15 0.00
H -0.432660 3.627362 2.714721 -0.06 0.08 0.00
H -1.204002 3.151462 4.233991 -0.05 0.08 0.00
H -2.194008 3.489214 2.808433 -0.03 -0.09 -0.06
C 4.367898 1.772324 1.610328 -0.04 -0.15 0.11
C 3.023967 1.398292 2.177058 0.06 0.11 -0.02
O 2.351750 2.200934 2.809861 -0.25 -0.19 0.01
N 2.564021 0.136560 1.943298 0.06 0.09 0.00
C 3.220721 -0.926070 1.211345 -0.22 0.00 0.12
H 4.581523 2.798939 1.871110 -0.01 0.07 -0.03
H 5.159116 1.133126 2.006624 -0.03 -0.06 -0.07
H 4.356370 1.693212 0.522800 0.09 0.00 -0.02
H 1.655305 -0.052466 2.335327 -0.02 -0.04 -0.03
H 2.609413 -1.233065 0.359506 0.07 -0.02 -0.04
H 3.376190 -1.792987 1.856774 0.07 -0.02 -0.05
H 4.184657 -0.592706 0.842958 0.01 0.01 0.00
C 3.404763 6.146239 0.720253 -0.03 0.05 -0.02
C 4.825844 5.701341 0.955120 -0.10 -0.16 0.00
O 5.193892 4.575960 0.642965 0.11 0.14 -0.05
N 5.679294 6.575498 1.541717 -0.06 0.02 -0.04
C 5.410190 7.930625 1.983480 0.20 -0.14 0.00
H 2.857931 5.326191 0.269408 0.02 -0.03 0.01
H 2.919177 6.408083 1.660710 -0.03 0.08 -0.03
H 3.360785 7.001475 0.044979 -0.01 0.07 0.08
H 6.608354 6.207376 1.672909 0.01 0.01 0.00
H 6.060114 8.634195 1.461253 -0.06 0.06 0.01
H 5.591833 8.021511 3.055318 -0.06 0.06 0.01
H 4.378448 8.198449 1.783481 -0.01 -0.01 -0.01
C 1.338544 3.088469 -0.626079 0.00 0.03 0.08
C 0.307100 4.069053 -1.132854 0.02 0.02 0.02
O -0.092307 4.994151 -0.444725 -0.03 -0.01 0.04
N -0.166861 3.886166 -2.394238 0.02 -0.07 0.04
C 0.191552 2.854732 -3.348085 -0.16 0.20 -0.01
H 1.610664 3.371530 0.387141 -0.03 -0.01 0.02
H 0.931690 2.075857 -0.607005 0.06 -0.04 -0.05
H 2.233282 3.108260 -1.250422 0.00 -0.08 -0.01
H -0.849277 4.574416 -2.670810 0.01 0.01 -0.02
H 0.604117 3.302429 -4.253560 0.05 -0.07 -0.01
H -0.687601 2.269143 -3.622676 0.05 -0.07 -0.02
H 0.933825 2.186372 -2.925048 0.01 0.00 0.01
```
Forces are in eV/Å.

Results
charge: +1
LUMO energy: -0.1539 Eh
max |F|: 0.73 eV Å⁻¹
E_HOMO: -0.3915 Eh
gap between HOMO and LUMO: 6.5 eV
E: -2114.84203 Ha

---

[2]
C40H52IrN9OS2Te | ωB97M-V/def2-TZVPD

XYZ file:
```
106
Properties=species:S:1:pos:R:3:forces:R:3
Ir -0.266955 0.247334 0.805950 -0.50 -0.27 0.72
C 1.516300 3.216138 -1.698405 0.17 -0.19 0.07
C 1.261758 2.422538 -0.459373 0.41 -1.50 -1.21
N 1.297305 1.109968 -0.426045 -0.44 1.27 0.86
N 1.782674 0.450617 -1.471253 1.11 0.50 -1.69
C 1.613812 -0.787625 -1.680290 -0.90 -0.61 0.92
N 2.313748 -1.475755 -2.590384 0.30 -0.06 -0.27
S 0.290952 -1.782370 -0.852535 0.60 0.85 0.01
C 1.053760 3.041421 0.826583 -0.27 0.53 1.32
C 1.352030 4.384617 1.085854 -0.15 -0.59 -0.39
C 1.231225 4.861236 2.374456 -0.13 -0.14 0.39
C 0.819771 3.998468 3.382680 0.10 0.20 -0.25
C 0.514419 2.691460 3.042382 0.04 0.14 0.02
N 0.618929 2.225092 1.809491 0.33 0.14 -0.37
H 1.440136 2.567447 -2.566935 0.02 0.05 0.00
H 2.517233 3.647710 -1.679089 0.08 0.06 -0.05
H 0.804248 4.033660 -1.797349 -0.06 0.06 0.06
H 2.954662 -0.962029 -3.174684 0.02 0.05 -0.04
H 1.941499 -2.333674 -2.960707 -0.03 0.04 0.09
H 1.697617 5.023227 0.291207 0.06 0.11 -0.13
H 1.460926 5.890818 2.594273 0.05 0.13 0.05
H 0.728489 4.338680 4.400537 -0.04 0.00 0.12
H 0.148529 2.000476 3.786047 -0.09 -0.10 0.13
N 1.262238 -0.744067 2.318603 0.19 0.09 0.12
C 1.195632 -2.183741 2.586579 -0.03 -0.33 0.39
C -0.141992 -2.589565 3.201895 0.05 0.01 -0.56
C -1.296876 -2.625053 2.204519 0.05 -0.25 0.34
N -1.735008 -1.280827 1.821857 -0.25 0.05 -0.09
H 2.176396 -0.522688 1.931747 -0.06 0.16 0.11
H 1.180369 -0.241426 3.199946 0.14 0.01 -0.13
H 2.000986 -2.481882 3.269187 -0.05 -0.01 -0.12
H 1.343703 -2.719681 1.645327 0.03 0.03 0.03
H -0.389507 -1.912246 4.020268 -0.03 0.00 0.20
H -0.035452 -3.588965 3.623521 0.00 0.00 0.10
H -2.129872 -3.190369 2.643770 0.09 0.00 -0.12
H -0.979226 -3.156599 1.303312 -0.03 0.05 0.07
H -2.121321 -0.809019 2.636308 -0.08 0.01 -0.15
H -2.496250 -1.354537 1.149048 0.01 0.17 0.15
C -4.784100 1.065373 -0.204365 -0.31 -0.48 0.09
N -3.930410 2.186625 -0.482112 0.66 0.44 0.17
C -4.086667 3.101881 -1.485318 0.21 0.68 -0.44
C -3.073654 3.998521 -1.391101 -0.55 -0.09 -0.41
N -2.303076 3.616132 -0.325735 -0.24 -0.42 0.02
C -2.831081 2.503094 0.228312 -0.08 0.08 0.35
S -2.324875 1.748205 1.644377 0.32 -0.40 0.40
H -5.810893 1.317805 -0.460252 0.03 0.03 0.01
H -4.713386 0.836926 0.859727 -0.06 0.03 -0.14
H -4.475818 0.189943 -0.782691 0.05 0.11 0.02
H -4.893570 3.048975 -2.186038 -0.15 0.00 -0.14
H -2.847997 4.855322 -1.990418 0.00 0.17 -0.11
H -1.491822 4.098990 0.028099 -0.08 -0.14 0.13
C -3.604916 -7.390530 3.651900 -0.01 -0.07 0.08
C -3.123841 -6.704368 2.416859 0.03 0.10 -0.12
C -4.019768 -6.211227 1.477177 0.17 0.00 -0.02
C -3.586826 -5.560556 0.332517 -0.10 0.09 -0.11
C -4.600094 -5.044205 -0.638758 -0.06 -0.04 -0.04
C -2.215221 -5.394479 0.116870 -0.01 0.13 -0.10
Te -1.583494 -4.272545 -1.598981 -0.47 -1.16 0.10
N -0.808413 -1.506896 -2.085014 0.00 -0.95 -0.61
C -1.378118 -0.315910 -2.139424 -0.08 0.44 0.63
O -1.465707 0.494037 -1.177597 -0.07 0.20 -0.32
C -1.862239 0.099188 -3.480067 -0.04 0.21 -0.27
C -1.969387 -0.787133 -4.551386 -0.05 0.07 0.15
C -2.288756 -0.313419 -5.811187 -0.05 -0.08 -0.09
C -2.481792 1.042947 -6.021286 -0.04 0.09 -0.04
C -2.360693 1.928623 -4.964424 -0.02 0.09 -0.07
C -2.050643 1.461253 -3.703951 0.03 -0.14 0.21
C -2.409699 -5.563048 -3.076464 -0.09 0.16 -0.16
C -3.381979 -5.116449 -3.974153 0.06 0.24 0.19
C -4.006178 -3.759134 -3.871047 0.02 -0.02 0.01
C -3.811627 -5.975625 -4.976278 0.07 -0.14 0.07
C -3.296977 -7.256977 -5.107544 0.08 0.13 0.17
C -3.740476 -8.171084 -6.198822 -0.01 -0.07 -0.10
C -2.322299 -7.672831 -4.202208 -0.13 0.14 -0.04
C -1.870632 -6.847486 -3.189642 0.16 -0.07 0.09
C -0.813721 -7.334641 -2.250840 -0.01 -0.09 0.08
C -1.292907 -5.874787 1.053708 0.11 0.03 -0.07
C 0.188558 -5.750799 0.868512 -0.01 0.03 -0.08
C -1.765372 -6.526807 2.184365 -0.11 0.06 -0.15
H -4.690676 -7.413634 3.689105 -0.03 -0.02 0.06
H -3.233044 -6.880214 4.539696 -0.02 -0.01 0.07
H -3.236716 -8.414906 3.685556 0.00 -0.06 0.03
H -5.081090 -6.328009 1.642911 -0.11 0.00 0.01
H -5.571455 -4.935593 -0.162524 -0.04 0.09 -0.02
H -4.709798 -5.737984 -1.472907 -0.04 0.05 -0.10
H -4.287808 -4.074492 -1.035147 -0.23 0.04 -0.06
H -1.786479 -1.838480 -4.392602 0.06 -0.07 -0.01
H -2.371599 -0.995660 -6.644742 0.00 -0.08 -0.02
H -2.709848 1.419157 -7.007682 -0.03 -0.04 -0.08
H -2.489187 2.988021 -5.124908 -0.02 0.12 -0.06
H -1.915316 2.148262 -2.882723 -0.02 -0.03 0.04
H -3.407129 -3.096755 -3.239932 -0.14 0.16 -0.09
H -5.005069 -3.835471 -3.439806 -0.03 0.06 0.06
H -4.108913 -3.311645 -4.857326 0.02 0.12 0.01
H -4.567378 -5.630191 -5.667859 -0.07 0.03 -0.07
H -4.558873 -7.742234 -6.769504 -0.05 -0.02 -0.05
H -4.058079 -9.127990 -5.789327 -0.05 -0.07 -0.01
H -2.911012 -8.368507 -6.877424 0.01 -0.03 -0.07
H -1.896387 -8.660794 -4.305968 0.06 -0.10 0.02
H -0.231079 -8.131435 -2.705448 0.10 0.00 0.02
H -1.268321 -7.723391 -1.338440 0.06 0.00 0.09
H -0.137816 -6.518460 -1.978924 0.17 -0.18 0.05
H 0.442555 -4.982473 0.133792 0.17 -0.01 0.07
H 0.599408 -6.699641 0.524170 0.10 -0.01 -0.08
H 0.674170 -5.513008 1.811671 0.09 0.06 0.05
H -1.054521 -6.914464 2.899450 0.13 -0.03 0.10
```
Forces are in eV/Å.

Results
charge: +2
LUMO energy (alpha / beta): -0.1835 / -0.2754 Eh
max |F|: 2.08 eV Å⁻¹
multiplicity: 5
E_HOMO (alpha / beta): -0.4049 / -0.4537 Eh
gap between HOMO and LUMO (alpha / beta): 6.0 / 4.9 eV
E: -3291.65033 Ha

---

[3]
C4H12N2O2 | ωB97M-V/def2-TZVPD

XYZ file:
```
20
Properties=species:S:1:pos:R:3:forces:R:3
C -0.548563 0.462471 0.213480 -1.17 0.62 0.51
C -0.829941 1.745945 -0.547250 0.22 -0.08 -0.04
C -0.507206 0.685019 1.723858 0.36 0.04 -0.07
N -1.482644 -0.538368 -0.199220 0.39 -0.18 -0.10
H 0.530463 -0.510993 0.123147 1.63 -1.62 -0.23
H -2.373259 -0.220834 -0.554206 0.11 0.09 -0.01
H -1.569212 -1.329669 0.421167 0.00 0.06 -0.02
H -1.839423 2.116571 -0.325133 0.04 -0.15 0.04
H -0.142494 2.543782 -0.263390 0.04 -0.06 -0.03
H -0.760101 1.586407 -1.625776 0.03 0.01 0.05
H 0.298759 1.365547 2.008644 0.05 -0.09 -0.04
H -1.438025 1.147732 2.072682 -0.01 -0.11 -0.14
H -0.359387 -0.258193 2.253306 -0.03 0.03 0.01
C 1.434499 -2.131518 -1.089760 -0.24 0.04 0.00
O 1.414770 -1.414424 0.119075 -1.32 1.26 0.21
N 1.615435 0.613109 -0.436766 0.95 0.88 0.91
O 2.246085 1.148055 0.364364 -1.12 -0.74 -1.07
H 1.261832 -3.194522 -0.879456 0.07 0.06 -0.09
H 2.400949 -2.018987 -1.601063 -0.06 -0.02 0.10
H 0.647465 -1.797131 -1.777704 0.05 -0.04 0.02
```
Forces are in eV/Å.

Results
charge: 0
LUMO energy (alpha / beta): 0.0178 / -0.0067 Eh
max |F|: 2.31 eV Å⁻¹
E_HOMO (alpha / beta): -0.2878 / -0.2890 Eh
gap between HOMO and LUMO (alpha / beta): 8.3 / 7.7 eV
E: -419.39611 Ha